(1)
ORCA calculation (ωB97M-V with the def2-TZVPD basis set) on a structure of composition C15H27ClIMnN2OP2 in a non-equilibrium geometry.

As for the expectation value of S²: 6.28. The spin multiplicity is 5. Its net charge is +2. For the highest occupied orbital energy (spin up / spin down), the calculation gives -14.4 / -14.5 eV. The HOMO-LUMO gap (spin up / spin down) comes out at 5.2763 / 7.9276 eV.

```
50
Properties=species:S:1:pos:R:3:lowdin_charge:R:1
N 1.654 2.592 1.018 0.155
H 4.707 -1.405 2.444 0.122
C 3.830 1.900 2.145 0.014
P -1.750 -0.577 1.847 0.756
H -0.224 2.321 -0.001 0.100
H -4.838 -1.188 -2.654 0.119
H 4.160 2.914 2.372 0.126
H 1.640 1.818 -2.415 0.057
H 5.537 0.852 3.001 0.123
O -2.614 -1.493 -1.476 -0.030
H -4.277 0.405 -3.289 0.113
I 0.629 -3.095 0.192 0.551
H -1.268 -0.666 -4.042 0.045
P 0.594 -0.367 -2.510 0.756
C -0.860 -1.307 3.256 -0.248
H 2.258 -2.113 -2.444 0.030
H 0.994 1.461 -4.045 0.073
C 4.110 -0.532 2.170 -0.046
H 1.682 3.608 1.084 0.184
Mn -0.478 -0.933 -0.300 0.101
H -0.109 1.948 -2.724 0.014
H -0.702 -2.376 3.066 0.030
C 2.891 -0.714 1.513 -0.056
H 0.317 -0.854 -4.863 0.073
C 0.662 1.879 0.451 -0.179
C -3.389 -1.367 1.878 -0.231
H 0.123 -0.830 3.353 0.051
H -0.329 -2.167 -3.817 0.067
C -0.255 -1.080 -3.953 -0.231
N 0.917 0.567 0.522 -0.015
H -2.415 1.740 1.550 0.014
H 2.735 -0.791 -3.574 0.073
H -3.270 -2.436 1.660 0.067
C -4.426 -0.204 -2.387 -0.033
H 2.482 -1.694 1.246 -0.038
C 4.578 0.757 2.486 -0.038
H -5.117 0.333 -1.723 0.113
H 2.893 -0.587 -1.795 0.051
C -2.093 1.124 2.397 -0.243
H -2.887 1.111 3.156 0.073
C 2.288 -1.027 -2.598 -0.248
C 2.624 1.695 1.493 -0.182
H -3.840 -1.235 2.871 0.073
C -3.133 -0.399 -1.702 -0.748
C 0.798 1.383 -2.967 -0.243
H -4.041 -0.923 1.114 0.046
H -1.188 1.566 2.829 0.057
Cl -2.322 1.129 -1.193 0.747
H -1.436 -1.164 4.181 0.073
C 2.153 0.422 1.177 -0.239
```

***

(2)
ORCA calculation (ωB97M-V with the def2-TZVPD basis set) on a cluster of 9 separate species, C15H27F3N6O21 in total in a non-equilibrium geometry.

As for the expectation value of S²: 0.76. The spin multiplicity is 2. Its net charge is +1. For the highest occupied orbital energy (spin up / spin down), the calculation gives -12.5 / -12.5 eV. The HOMO-LUMO gap (spin up / spin down) comes out at 7.1707 / 2.4647 eV.

```
72
Properties=species:S:1:pos:R:3:lowdin_charge:R:1
C -3.866 -1.164 1.269 -0.102
N -0.384 -0.439 3.981 -0.353
H -3.028 -1.319 0.589 0.130
C -0.514 0.949 0.045 0.033
H 0.189 1.192 -5.643 0.115
H -3.437 -0.569 2.075 0.127
O 2.238 -4.304 -0.654 0.020
C 0.739 -2.968 -1.813 0.046
N 1.060 -4.259 -1.067 -0.397
N 2.792 -1.161 1.308 -0.317
H 0.124 1.325 -0.755 0.070
H -0.122 2.351 -4.305 0.084
O -6.148 -0.847 1.139 0.172
O -0.452 6.451 -2.439 0.096
N -1.558 2.004 0.124 -0.426
C -2.055 4.788 -2.088 0.070
H 3.572 5.502 -3.127 0.145
H 1.693 -0.875 4.357 0.092
H -2.758 5.560 -1.774 0.105
H -2.482 -5.425 3.654 0.185
C 4.884 4.347 -1.916 -0.291
O 2.287 -0.042 1.632 0.225
H -0.220 -3.239 -2.256 0.106
C -1.640 -4.774 3.421 -0.299
H -2.502 4.257 -2.929 0.102
H 0.631 -2.070 4.975 0.112
O 2.149 2.277 -1.648 0.152
H 1.546 1.975 -4.862 0.110
O 0.225 -5.182 -1.082 0.068
C 3.696 5.278 -2.068 -0.030
H 0.044 0.891 0.980 0.053
H 3.775 -0.222 -0.300 0.121
H 3.966 6.216 -1.582 0.147
C 3.624 -1.204 0.149 0.086
H 0.310 -5.668 3.810 0.150
O -0.301 0.426 -2.949 0.044
O -1.865 -3.900 2.359 0.161
O -1.350 2.998 0.823 0.060
O -2.554 1.785 -0.507 0.077
O 0.007 4.504 -3.183 0.023
O -0.642 -2.746 0.958 0.148
C -4.915 -0.340 0.587 -0.308
H 4.594 -1.574 0.481 0.139
C 0.708 -0.995 4.808 0.078
H 0.684 -2.142 -1.104 0.067
H -4.794 0.740 0.668 0.166
H 0.762 -0.519 5.787 0.125
H 1.604 -2.949 -2.475 0.099
O -4.574 -2.223 1.831 0.100
C 0.545 1.580 -4.688 0.029
O 0.236 -4.362 2.232 0.100
H -1.770 4.103 -1.289 0.061
C -0.716 -3.602 1.778 -0.617
O 1.645 -0.181 -3.717 0.059
N -0.728 5.298 -2.598 -0.428
O -6.680 -2.812 2.154 0.145
O 2.603 4.494 -1.502 0.091
H 3.158 -1.868 -0.580 0.108
C -5.877 -2.011 1.700 -0.568
O 4.170 3.106 -2.101 0.117
H -0.528 -6.281 2.345 0.153
N 0.633 0.504 -3.741 -0.431
O -1.521 -0.822 4.185 0.181
C 2.885 3.206 -1.710 -0.575
H 5.681 4.453 -2.651 0.176
F -1.371 -4.104 4.528 0.091
C -0.305 -5.403 2.951 -0.050
O 2.652 -2.224 1.870 0.189
H -0.903 -0.025 -0.252 0.090
O -0.096 0.402 3.167 0.195
F 5.366 4.578 -0.693 0.091
F -4.823 -0.724 -0.669 0.106
```

***

(3)
ORCA calculation (ωB97M-V with the def2-TZVPD basis set) on a structure of composition C15H27HgN3O3 in a non-equilibrium geometry.

Its net charge is +2. For the highest occupied orbital energy, the calculation gives -13.2 eV. The HOMO-LUMO gap comes out at 7.1722 eV.

```
49
Properties=species:S:1:pos:R:3:lowdin_charge:R:1
H -1.546 1.459 0.656 0.129
N 3.677 1.232 0.765 -0.116
C -3.830 1.254 -1.155 -0.238
H -0.780 1.208 -1.811 0.141
N 2.717 -0.556 3.300 -0.116
O 2.491 -1.921 0.234 -0.014
C 4.795 0.842 1.610 -0.274
C -0.164 -0.753 -0.136 -0.288
H 2.358 1.493 3.275 0.116
C -1.564 0.446 -1.829 -0.107
C 1.602 -2.431 -0.434 -0.429
C -3.071 1.521 -3.530 -0.039
H -1.380 -3.036 -1.296 0.142
H 0.157 -4.841 -1.068 0.145
H -5.808 1.780 -0.541 0.084
H 3.514 -1.199 3.510 0.147
H 4.654 2.249 3.283 0.135
H -2.070 0.059 1.570 0.125
H 1.851 -0.880 3.789 0.147
H -5.087 2.901 -1.669 0.099
H 4.937 -0.254 1.487 0.116
C 3.117 0.790 3.680 -0.273
C -2.885 1.091 -2.115 -0.239
N 0.319 -1.930 -0.663 0.113
C -5.173 1.838 -1.424 -0.035
C 0.527 -4.017 -1.671 -0.032
H 3.900 1.173 -0.255 0.146
C -1.549 -0.334 -0.522 -0.218
H 3.134 0.898 4.787 0.143
C -0.380 -2.790 -1.635 -0.041
H 3.392 2.206 1.018 0.146
H -3.814 0.894 -4.031 0.098
H 5.733 1.347 1.292 0.144
O 1.775 -3.569 -1.067 0.125
Hg 2.417 -0.222 1.342 1.301
H -2.146 1.412 -4.096 0.079
C -3.582 0.867 0.269 -0.147
C -2.137 0.545 0.596 -0.133
H -5.693 1.359 -2.247 0.090
H -0.437 -2.292 -2.600 0.138
C 4.522 1.159 3.111 -0.151
H 0.753 -4.363 -2.671 0.146
H -3.932 1.672 0.920 0.132
H 5.309 0.634 3.695 0.136
H -4.225 0.015 0.515 0.134
O 0.491 -0.082 0.675 -0.065
H -3.402 2.550 -3.622 0.090
H -1.304 -0.213 -2.660 0.114
H -2.183 -1.212 -0.633 0.155
```

***

(4)
ORCA calculation (ωB97M-V with the def2-TZVPD basis set) on the ion C15H27N3O2 with charge +2 in a non-equilibrium geometry.

Its SMILES is C[NH+](C)CCOC(=O)c1ccc(NCCCC[NH3+])cc1. Its net charge is +2. For the highest occupied orbital energy, the calculation gives -12.6 eV. The HOMO-LUMO gap comes out at 7.6363 eV.

```
47
Properties=species:S:1:pos:R:3:lowdin_charge:R:1
H 0.835 0.686 -8.376 0.179
H 2.707 -0.415 -4.336 0.136
C 0.652 0.069 -4.905 -0.190
H -2.225 -0.723 4.477 0.124
C -0.844 0.077 7.399 -0.007
H -1.051 -0.771 8.032 0.117
H 1.318 -2.463 1.497 0.121
C -0.007 1.710 -6.744 -0.149
N 1.416 -1.296 -2.904 0.019
H -0.312 -0.190 -7.494 0.163
H 2.020 1.170 -6.172 0.132
H 0.338 -1.930 5.363 0.146
C -1.574 1.531 5.570 0.035
H -2.013 1.458 4.572 0.094
H -1.913 -1.886 5.737 0.146
N -0.056 0.719 -7.881 0.216
H -0.761 0.976 -8.573 0.178
C 1.738 -0.169 -3.839 -0.181
H 0.204 0.033 7.076 0.118
H 0.474 -0.240 4.911 0.126
C -0.142 -1.134 4.770 -0.133
H 1.188 2.128 -5.027 0.128
H 1.921 0.759 -3.276 0.124
C 0.960 -1.072 -1.609 -0.278
H -0.158 0.708 -2.045 0.098
H 2.058 -2.089 -3.039 0.140
H -0.959 1.784 -6.210 0.143
N -1.760 0.199 6.279 -0.154
H -2.716 0.145 6.610 0.188
C 0.969 -1.757 0.749 0.012
H 0.600 -0.762 -5.579 0.095
H -2.118 2.310 6.095 0.115
O -0.854 0.610 2.702 0.070
H -0.312 0.153 -4.400 0.117
H -0.916 1.034 0.323 0.119
H -0.930 0.932 8.040 0.110
H -0.549 1.763 5.425 0.098
C 1.023 1.317 -5.729 -0.211
C -1.584 -0.942 5.303 -0.069
C -0.290 -0.468 2.484 -0.355
C 1.365 -1.948 -0.597 0.000
H 0.308 2.708 -7.119 0.150
H 1.992 -2.794 -0.808 0.109
C -0.243 0.224 0.074 0.010
O -0.099 -1.503 3.387 0.011
C 0.140 0.005 -1.280 0.000
C 0.157 -0.655 1.067 -0.157
```

***

Repeat the second record exactly.
ORCA calculation (ωB97M-V with the def2-TZVPD basis set) on a cluster of 9 separate species, C15H27F3N6O21 in total in a non-equilibrium geometry.

As for the expectation value of S²: 0.76. The spin multiplicity is 2. Its net charge is +1. For the highest occupied orbital energy (spin up / spin down), the calculation gives -12.5 / -12.5 eV. The HOMO-LUMO gap (spin up / spin down) comes out at 7.1707 / 2.4647 eV.

```
72
Properties=species:S:1:pos:R:3:lowdin_charge:R:1
C -3.866 -1.164 1.269 -0.102
N -0.384 -0.439 3.981 -0.353
H -3.028 -1.319 0.589 0.130
C -0.514 0.949 0.045 0.033
H 0.189 1.192 -5.643 0.115
H -3.437 -0.569 2.075 0.127
O 2.238 -4.304 -0.654 0.020
C 0.739 -2.968 -1.813 0.046
N 1.060 -4.259 -1.067 -0.397
N 2.792 -1.161 1.308 -0.317
H 0.124 1.325 -0.755 0.070
H -0.122 2.351 -4.305 0.084
O -6.148 -0.847 1.139 0.172
O -0.452 6.451 -2.439 0.096
N -1.558 2.004 0.124 -0.426
C -2.055 4.788 -2.088 0.070
H 3.572 5.502 -3.127 0.145
H 1.693 -0.875 4.357 0.092
H -2.758 5.560 -1.774 0.105
H -2.482 -5.425 3.654 0.185
C 4.884 4.347 -1.916 -0.291
O 2.287 -0.042 1.632 0.225
H -0.220 -3.239 -2.256 0.106
C -1.640 -4.774 3.421 -0.299
H -2.502 4.257 -2.929 0.102
H 0.631 -2.070 4.975 0.112
O 2.149 2.277 -1.648 0.152
H 1.546 1.975 -4.862 0.110
O 0.225 -5.182 -1.082 0.068
C 3.696 5.278 -2.068 -0.030
H 0.044 0.891 0.980 0.053
H 3.775 -0.222 -0.300 0.121
H 3.966 6.216 -1.582 0.147
C 3.624 -1.204 0.149 0.086
H 0.310 -5.668 3.810 0.150
O -0.301 0.426 -2.949 0.044
O -1.865 -3.900 2.359 0.161
O -1.350 2.998 0.823 0.060
O -2.554 1.785 -0.507 0.077
O 0.007 4.504 -3.183 0.023
O -0.642 -2.746 0.958 0.148
C -4.915 -0.340 0.587 -0.308
H 4.594 -1.574 0.481 0.139
C 0.708 -0.995 4.808 0.078
H 0.684 -2.142 -1.104 0.067
H -4.794 0.740 0.668 0.166
H 0.762 -0.519 5.787 0.125
H 1.604 -2.949 -2.475 0.099
O -4.574 -2.223 1.831 0.100
C 0.545 1.580 -4.688 0.029
O 0.236 -4.362 2.232 0.100
H -1.770 4.103 -1.289 0.061
C -0.716 -3.602 1.778 -0.617
O 1.645 -0.181 -3.717 0.059
N -0.728 5.298 -2.598 -0.428
O -6.680 -2.812 2.154 0.145
O 2.603 4.494 -1.502 0.091
H 3.158 -1.868 -0.580 0.108
C -5.877 -2.011 1.700 -0.568
O 4.170 3.106 -2.101 0.117
H -0.528 -6.281 2.345 0.153
N 0.633 0.504 -3.741 -0.431
O -1.521 -0.822 4.185 0.181
C 2.885 3.206 -1.710 -0.575
H 5.681 4.453 -2.651 0.176
F -1.371 -4.104 4.528 0.091
C -0.305 -5.403 2.951 -0.050
O 2.652 -2.224 1.870 0.189
H -0.903 -0.025 -0.252 0.090
O -0.096 0.402 3.167 0.195
F 5.366 4.578 -0.693 0.091
F -4.823 -0.724 -0.669 0.106
```

***

Question: Among the records above, which one has the lowest net charge?
Answer: C15H27F3N6O21